# 1
{
  "formula": "C17H48N2O7P",
  "method": "the ωB97M-V functional and the def2-TZVPD basis",
  "symbols": ["C", "C", "N", "C", "C", "C", "N", "P", "O", "H", "H", "H", "H", "H", "H", "H", "H", "H", "H", "H", "H", "C", "C", "O", "H", "H", "H", "H", "H", "H", "C", "C", "O", "H", "H", "H", "H", "H", "H", "C", "C", "O", "H", "H", "H", "H", "H", "H", "C", "C", "O", "H", "H", "H", "H", "H", "H", "C", "C", "O", "H", "H", "H", "H", "H", "H", "C", "C", "O", "H", "H", "H", "H", "H", "H"],
  "positions_angstrom": [[-1.19643, -1.43419, 4.96043], [-1.17099, -2.91069, 4.78456], [0.00670, -3.74996, 4.33791], [-0.25602, -4.42270, 2.98856], [1.35322, -3.05752, 4.42642], [1.66353, -1.99713, 3.21599], [2.56341, -2.17800, 2.18868], [0.09804, -5.12376, 5.52757], [-1.08091, -6.15482, 5.31451], [-1.66983, -0.78486, 4.07927], [-0.81840, -0.85429, 5.92250], [-2.16373, -3.49506, 5.07336], [-1.35355, -4.89138, 3.00087], [-0.23225, -3.68901, 2.07780], [0.49357, -5.32276, 2.91082], [1.46669, -2.60385, 5.51743], [2.16963, -3.92583, 4.35798], [1.02443, -0.98891, 3.21809], [2.48172, -1.29326, 1.61777], [1.39782, -5.74105, 5.37002], [0.03026, -4.56524, 6.88217], [-3.88556, 0.49098, 1.01172], [-2.41292, 0.14940, 0.91784], [-2.02943, -0.65265, 2.02507], [-4.09772, 1.02669, 1.94282], [-4.19625, 1.11297, 0.16756], [-4.49439, -0.41897, 1.02207], [-1.80712, 1.06025, 0.92996], [-2.19494, -0.39780, -0.00442], [-2.56716, -1.46274, 2.00047], [-4.85429, 4.44728, -1.77494], [-3.89583, 3.45873, -2.40604], [-4.45244, 2.15290, -2.37019], [-5.06713, 4.16833, -0.73772], [-4.43801, 5.45845, -1.79057], [-5.81160, 4.45187, -2.30629], [-2.94863, 3.44128, -1.85896], [-3.68812, 3.72350, -3.44731], [-5.28895, 2.17708, -2.86584], [5.12317, -4.33356, 1.13668], [6.62719, -4.51037, 1.10754], [7.20814, -3.57621, 0.20968], [4.69970, -4.47465, 0.13683], [4.65948, -5.04957, 1.82103], [4.85838, -3.31982, 1.45450], [6.88778, -5.51730, 0.76849], [7.05961, -4.35810, 2.10118], [6.97799, -2.68510, 0.52427], [0.48207, -5.41337, -1.84099], [0.68450, -4.62161, -0.56573], [-0.57300, -4.25305, -0.01876], [-0.07794, -4.82442, -2.57479], [1.44238, -5.70142, -2.27782], [-0.10237, -6.31854, -1.64632], [1.24984, -3.70724, -0.76848], [1.23248, -5.20844, 0.17781], [-1.06393, -5.07221, 0.16558], [-0.36794, 4.52722, -6.31641], [-0.87932, 4.97479, -4.96278], [-2.17155, 5.54773, -5.09759], [-0.32272, 5.37351, -7.00972], [0.62954, 4.08716, -6.23050], [-1.04249, 3.78772, -6.76019], [-0.21435, 5.72957, -4.53276], [-0.93970, 4.13177, -4.26767], [-2.75644, 4.86693, -5.47232], [1.96622, 9.04448, -2.74084], [0.96886, 8.07706, -3.34375], [1.63874, 6.91086, -3.79933], [2.72605, 9.32323, -3.47833], [1.46622, 9.95114, -2.38871], [2.49335, 8.58312, -1.89936], [0.46024, 8.53419, -4.19764], [0.21322, 7.78347, -2.60869], [2.08017, 6.50775, -3.03208]],
  "e_homo_ev": -11.4,
  "lumo_energy_ha": -0.198,
  "charge": 1,
  "total_energy_ha": -1653.4550,
  "gap_ev": 5.98
}

# 2
{
  "formula": "C8H14ClOP",
  "method": "the ωB97M-V functional and the def2-TZVPD basis",
  "symbols": ["C", "C", "C", "C", "C", "C", "C", "C", "O", "P", "Cl", "H", "H", "H", "H", "H", "H", "H", "H", "H", "H", "H", "H", "H", "H"],
  "positions_angstrom": [[-1.93232, 1.50719, 0.24671], [-2.34756, -0.02147, 0.70498], [-0.97230, 1.35117, -0.96169], [-1.10594, -0.67387, 1.26959], [0.30673, 0.83239, -0.46734], [-0.06146, -0.63543, 0.17014], [1.44374, -2.50512, -0.57729], [1.20306, -1.49059, 0.26843], [3.49183, 0.59550, -1.39984], [3.28884, 1.02334, -0.02369], [2.52195, -0.91697, 1.20831], [-2.79230, 1.97614, -0.25248], [-1.43864, 2.08813, 1.12179], [-3.18395, 0.12767, 1.37236], [-2.86900, -0.41297, -0.27881], [-1.52352, 0.53356, -1.46297], [-0.99315, 2.32164, -1.48592], [-0.86508, -0.13760, 2.06732], [-1.37222, -1.79068, 1.47981], [0.93349, 0.68042, -1.37962], [0.89680, 1.49161, 0.17310], [-0.48956, -1.11465, -0.74309], [2.32937, -2.94156, -0.56612], [4.77717, 1.04177, 0.83431], [0.75402, -2.92960, -1.31799]],
  "e_homo_ev": -8.3,
  "lumo_energy_ha": 0.014,
  "total_energy_ha": -1189.8713,
  "gap_ev": 8.71
}

# 3
{
  "formula": "C36H41BrN8O3STa",
  "method": "the ωB97M-V functional and the def2-TZVPD basis",
  "symbols": ["Ta", "C", "C", "C", "C", "C", "N", "C", "C", "C", "C", "C", "C", "C", "N", "C", "C", "C", "N", "C", "C", "N", "C", "C", "C", "N", "H", "H", "H", "H", "H", "H", "H", "H", "H", "H", "H", "H", "H", "H", "H", "H", "H", "H", "C", "C", "C", "C", "N", "N", "H", "H", "H", "H", "H", "H", "H", "H", "H", "H", "H", "H", "Br", "C", "C", "C", "C", "C", "N", "H", "H", "H", "H", "C", "C", "C", "C", "C", "C", "C", "S", "O", "O", "O", "H", "H", "H", "H", "H", "H", "H"],
  "positions_angstrom": [[0.11612, 0.12094, -0.08318], [4.92695, 0.03981, 5.34011], [3.72733, 0.01143, 4.44321], [2.53649, -0.59784, 4.83447], [1.44969, -0.62611, 3.99081], [1.48739, -0.04959, 2.71666], [0.39894, -0.17080, 1.82189], [-0.89207, -0.51919, 2.36438], [-1.15214, -1.80534, 2.84399], [-2.36393, -2.09496, 3.42847], [-3.37106, -1.12410, 3.53481], [-4.68363, -1.46284, 4.17334], [-3.13901, 0.12931, 2.98535], [-1.91535, 0.42825, 2.39641], [-1.72674, 1.70031, 1.78585], [-2.26666, 2.88830, 2.10427], [-1.93113, 3.79049, 1.11356], [-1.17891, 3.06435, 0.20152], [-1.04909, 1.79674, 0.61555], [2.65302, 0.63941, 2.35269], [3.75216, 0.63494, 3.20344], [2.73697, 1.44319, 1.16841], [3.66527, 2.38666, 0.93035], [3.30820, 3.09291, -0.19773], [2.12460, 2.51896, -0.61261], [1.75921, 1.52415, 0.21974], [4.88060, -0.75203, 6.08429], [4.97864, 0.99214, 5.87155], [5.84987, -0.07261, 4.77264], [2.46557, -1.06479, 5.80784], [0.54956, -1.11008, 4.33277], [-0.38097, -2.56117, 2.77264], [-2.54478, -3.08905, 3.81735], [-4.52779, -1.95322, 5.13394], [-5.24103, -2.16216, 3.54661], [-5.29679, -0.57887, 4.33419], [-3.92556, 0.87379, 2.99018], [-2.84583, 3.00852, 3.00490], [-2.20072, 4.83050, 1.06223], [-0.72207, 3.38867, -0.71991], [4.67062, 1.12706, 2.91938], [4.50993, 2.52876, 1.57812], [3.83504, 3.91815, -0.64352], [1.50787, 2.74633, -1.46861], [0.28284, 0.42112, -5.06351], [0.71261, 1.63958, -4.24923], [2.21769, 1.85198, -4.33846], [-0.03453, 2.88362, -4.71658], [0.31618, 1.49767, -2.80696], [0.89387, 0.34677, -2.15184], [0.55770, 0.56302, -6.10814], [-0.79881, 0.27850, -5.02211], [0.76862, -0.50582, -4.74531], [2.48781, 2.10506, -5.36250], [2.77390, 0.94794, -4.08075], [2.53992, 2.67465, -3.69605], [0.16174, 3.05696, -5.77360], [0.28479, 3.76541, -4.16065], [-1.11397, 2.76441, -4.60034], [-0.68885, 1.34321, -2.78749], [1.92448, 0.44058, -2.14636], [0.69242, -0.51646, -2.67835], [2.13330, -1.83901, -0.19677], [3.77196, -1.30494, -1.13195], [4.80991, -2.20893, -1.13684], [5.96731, -1.78906, -1.78025], [6.00899, -0.52599, -2.35434], [4.88545, 0.27756, -2.28331], [3.75752, -0.11546, -1.67069], [4.72970, -3.18052, -0.67139], [6.82639, -2.44470, -1.82852], [6.89653, -0.17167, -2.85886], [4.86676, 1.26407, -2.72789], [-7.45197, -3.12686, -0.81974], [-6.02703, -2.69870, -0.96541], [-5.34808, -2.90580, -2.17081], [-4.02543, -2.54524, -2.31744], [-3.37636, -1.95217, -1.23367], [-4.02016, -1.73487, -0.01843], [-5.34062, -2.10772, 0.10380], [-1.74584, -1.48477, -1.43494], [-1.15775, -2.02574, -2.61220], [-0.92215, -1.73826, -0.15171], [-1.57829, 0.04139, -1.36160], [-8.02414, -2.89770, -1.71762], [-7.93170, -2.65468, 0.03452], [-7.49539, -4.20903, -0.67696], [-5.86828, -3.36025, -3.00366], [-3.50106, -2.71889, -3.24686], [-3.49105, -1.28711, 0.81143], [-5.86170, -1.94249, 1.03796]],
  "e_homo_ev": -16.2,
  "lumo_energy_ha": -0.353,
  "charge": 3,
  "total_energy_ha": -5088.6278,
  "gap_ev": 6.60
}

# 4
{
  "formula": "C18H38AlB3BrO4",
  "method": "the ωB97M-V functional and the def2-TZVPD basis",
  "symbols": ["C", "C", "C", "C", "C", "C", "C", "C", "C", "C", "C", "C", "C", "C", "B", "O", "B", "Br", "O", "B", "C", "C", "C", "C", "O", "O", "H", "H", "H", "H", "H", "H", "H", "H", "H", "H", "H", "H", "H", "H", "H", "H", "H", "H", "H", "H", "H", "H", "H", "H", "H", "H", "H", "H", "H", "H", "H", "H", "H", "H", "H", "H", "H", "H", "Al"],
  "positions_angstrom": [[-0.96391, 5.55053, 4.45141], [-0.25439, 4.97868, 3.22589], [-0.74160, 5.46829, 1.89942], [-2.25063, 5.20765, 1.47352], [-2.43152, 3.62239, 1.70797], [-3.62668, 3.51621, 0.86749], [-4.13584, 1.87022, 0.56876], [-4.21307, 1.03754, 1.79226], [-4.53843, -0.44156, 1.29256], [-3.54448, -1.54974, 1.66459], [-2.74941, -2.21655, 0.53721], [-1.48653, -1.50901, 0.02898], [-0.48883, -2.49520, -0.59950], [0.97309, -2.04412, -0.75157], [1.65921, -2.89057, -1.88165], [0.88126, -3.97680, -2.40179], [1.55739, -4.74091, -3.38153], [1.49057, -6.61107, -3.24948], [2.31574, -4.03163, -4.24437], [3.23431, -3.15097, -3.66536], [4.47396, -2.62172, -4.42436], [5.54084, -1.91379, -3.58389], [6.26127, -2.87641, -2.60168], [6.10764, -2.41546, -1.11594], [5.40673, -3.31159, -0.30297], [2.93082, -2.77697, -2.34005], [-0.86822, 4.88559, 5.30857], [-2.02750, 5.73761, 4.27800], [-0.52352, 6.50438, 4.74669], [0.81168, 5.25553, 3.25868], [-0.22470, 3.87856, 3.24752], [-0.08939, 5.16452, 1.08227], [-0.83237, 6.58060, 1.90332], [-2.98350, 5.74577, 2.07199], [-2.37223, 5.52132, 0.43673], [-2.59494, 3.44734, 2.77089], [-1.57023, 3.03563, 1.39450], [-4.48215, 4.06627, 1.25996], [-3.49119, 3.79438, -0.18634], [-5.11804, 2.15789, 0.17217], [-3.53804, 1.45586, -0.24225], [-5.04387, 1.37476, 2.41224], [-3.31592, 1.03769, 2.41203], [-5.50156, -0.61188, 1.78444], [-4.74505, -0.47288, 0.21608], [-4.18500, -2.34507, 2.06877], [-2.89323, -1.24530, 2.48869], [-2.45947, -3.20360, 0.91248], [-3.43266, -2.37990, -0.30375], [-1.74298, -0.77258, -0.74134], [-0.98551, -0.97277, 0.84289], [-0.46613, -3.39231, 0.04733], [-0.87105, -2.79938, -1.58015], [1.55395, -2.24508, 0.15666], [1.02881, -0.96564, -0.92079], [4.90869, -3.43369, -5.01518], [4.06630, -1.90025, -5.15136], [6.30699, -1.47271, -4.22335], [5.07173, -1.08471, -3.04869], [5.86373, -3.89314, -2.67645], [7.32031, -2.93223, -2.84502], [5.60536, -1.45467, -1.02184], [7.13978, -2.28883, -0.73776], [5.75764, -4.19954, -0.40390], [-0.48401, -5.25498, -1.14064]],
  "e_homo_ev": -15.8,
  "lumo_energy_ha": -0.534,
  "charge": 3,
  "total_energy_ha": -3899.7036,
  "gap_ev": 1.27
}

# 5
{
  "formula": "C32H22N13O2S2W",
  "method": "the ωB97M-V functional and the def2-TZVPD basis",
  "symbols": ["W", "C", "C", "O", "C", "C", "C", "N", "N", "C", "O", "C", "C", "C", "C", "C", "C", "H", "H", "H", "H", "H", "H", "H", "H", "H", "H", "H", "H", "N", "C", "N", "C", "N", "N", "C", "N", "C", "C", "C", "C", "C", "N", "H", "H", "H", "H", "H", "H", "H", "H", "S", "C", "C", "C", "C", "N", "C", "C", "C", "S", "C", "N", "H", "H", "N", "C", "C", "C", "N", "C", "N"],
  "positions_angstrom": [[0.45390, -0.20642, -0.87627], [2.31326, 0.09832, -4.65811], [2.26075, -0.38900, -3.23608], [1.06959, -0.66434, -2.78546], [3.39992, -0.59266, -2.50844], [3.35746, -1.31158, -1.28333], [4.57611, -2.03100, -0.79463], [2.23184, -1.40518, -0.63271], [2.21713, -2.30085, 0.42612], [1.00406, -2.44230, 0.83582], [-0.00223, -1.82485, 0.25449], [0.70106, -3.25902, 2.02956], [1.60241, -4.21328, 2.49411], [1.33014, -4.90911, 3.66011], [0.16902, -4.64305, 4.37674], [-0.72757, -3.68959, 3.91814], [-0.46890, -3.00517, 2.73990], [1.32072, 0.40715, -4.98055], [2.67024, -0.68855, -5.32490], [2.99668, 0.94467, -4.73956], [4.35897, -0.38404, -2.96064], [5.45051, -1.71813, -1.36217], [4.44814, -3.10894, -0.90130], [4.72078, -1.83329, 0.26696], [2.51405, -4.39048, 1.93878], [2.03136, -5.65106, 4.02136], [-0.03085, -5.17148, 5.30029], [-1.61830, -3.45913, 4.48713], [-1.15657, -2.25105, 2.37935], [2.27811, 2.76572, -1.74338], [1.05961, 2.79979, -2.27717], [0.74088, 3.87943, -2.99897], [-0.43663, 3.84714, -3.58812], [-0.82001, 4.93212, -4.30026], [-1.28667, 2.80362, -3.57803], [-0.89831, 1.79048, -2.83897], [0.23315, 1.72186, -2.13004], [-1.80962, 0.62199, -2.80573], [-3.04027, 0.64417, -3.43627], [-3.87808, -0.45109, -3.30231], [-3.46664, -1.53118, -2.54370], [-2.21772, -1.48263, -1.95118], [-1.41302, -0.43218, -2.09428], [2.70529, 3.67660, -1.68509], [2.36709, 2.19802, -0.90029], [-0.31652, 5.78523, -4.13126], [-1.79185, 4.98964, -4.54734], [-3.32675, 1.52383, -3.99200], [-4.85609, -0.44677, -3.76513], [-4.10815, -2.38123, -2.36521], [-1.85281, -2.27341, -1.30897], [1.73367, 0.94329, 0.79495], [0.69343, 1.51478, 2.11060], [0.45992, 0.62010, 3.14301], [-0.30307, 0.97103, 4.25024], [-0.53042, 0.01341, 5.28681], [-0.71084, -0.78475, 6.09753], [-0.82754, 2.27829, 4.30430], [-0.61401, 3.15919, 3.26456], [0.14309, 2.82248, 2.11354], [0.31137, 3.93995, 0.82314], [-1.57144, 2.71523, 5.45500], [-2.13264, 3.09391, 6.38402], [0.87812, -0.37780, 3.08411], [-1.04771, 4.14840, 3.30842], [-1.15612, 0.60678, 0.18570], [-2.11967, 0.67865, 0.82818], [-3.33565, 0.60759, 1.47672], [-3.75453, 1.54887, 2.44978], [-4.12418, 2.30328, 3.23917], [-4.19869, -0.41755, 1.01079], [-4.85175, -1.27287, 0.58844]],
  "e_homo_ev": [-4.2, -4.2],
  "lumo_energy_ha": [0.044, 0.044],
  "charge": -1,
  "total_energy_ha": -2958.6376,
  "gap_ev": [5.34, 5.35]
}

# 6
{
  "formula": "C19H24BrN3O3",
  "method": "the ωB97M-V functional and the def2-TZVPD basis",
  "symbols": ["C", "C", "O", "C", "O", "C", "N", "C", "C", "C", "C", "Br", "C", "C", "C", "N", "C", "O", "C", "C", "N", "C", "C", "C", "C", "C", "H", "H", "H", "H", "H", "H", "H", "H", "H", "H", "H", "H", "H", "H", "H", "H", "H", "H", "H", "H", "H", "H", "H", "H"],
  "positions_angstrom": [[5.46235, -1.65347, 0.80235], [4.16121, -2.43240, 0.68018], [3.03192, -1.55934, 0.60969], [2.56137, -1.09224, 1.79029], [3.02595, -1.40948, 2.86397], [1.44686, -0.17592, 1.65201], [0.91895, 0.37039, 2.80305], [-0.09256, 1.20584, 2.47880], [-0.90697, 1.97772, 3.30561], [-1.87113, 2.75824, 2.71607], [-2.01448, 2.76257, 1.32323], [-3.37154, 3.87155, 0.57172], [-1.22807, 2.01274, 0.48407], [-0.23931, 1.20950, 1.06284], [0.75232, 0.31815, 0.55028], [1.07526, -0.06037, -0.73718], [0.47273, 0.18877, -1.93317], [-0.46858, 0.92834, -2.10231], [1.14456, -0.53858, -3.08957], [1.41251, -2.02607, -2.80899], [0.38311, -2.59337, -1.95720], [0.75049, -3.84843, -1.33051], [0.72949, -5.04515, -2.28884], [-0.65484, -5.16575, -2.92217], [-1.03873, -3.84567, -3.58711], [-0.92901, -2.70132, -2.57261], [5.47633, -1.10242, 1.73923], [6.30111, -2.34323, 0.78774], [5.56342, -0.95186, -0.02261], [4.13387, -3.01014, -0.24683], [4.03764, -3.10086, 1.53788], [1.27060, 0.15047, 3.72061], [-0.78047, 1.96113, 4.37688], [-2.52293, 3.37222, 3.31799], [-1.36189, 2.03029, -0.58522], [1.82257, -0.74280, -0.74868], [2.08852, -0.03565, -3.31232], [0.49605, -0.41671, -3.95779], [2.36476, -2.13839, -2.28071], [1.51987, -2.54395, -3.77600], [1.73916, -3.73803, -0.87739], [0.03042, -4.02468, -0.52450], [0.97896, -5.95599, -1.74202], [1.48171, -4.90466, -3.06866], [-0.66792, -5.97728, -3.65309], [-1.38521, -5.40194, -2.14417], [-2.05975, -3.89464, -3.96772], [-0.37646, -3.65513, -4.43470], [-1.18064, -1.74882, -3.03911], [-1.64458, -2.87290, -1.76192]],
  "e_homo_ev": -7.7,
  "lumo_energy_ha": 0.009,
  "total_energy_ha": -3702.4675,
  "smiles": "CCOC(=O)c1[nH]c2ccc(Br)cc2c1NC(=O)CCN1CCCCC1",
  "gap_ev": 7.97
}